C53H69F4NO23S | the ωB97M-V functional and the def2-TZVPD basis

Values from the calculation:
Electronic energy ... -4643.8195 a.u.
LUMO level ... -1.228 eV
Max |F| ... 4.73 eV/Å
HOMO level ... -9.34 eV
SMILES ... CC[C@@H](F)C1=C(CC=O)C(=O)C(N=C=S)=C(C(F)(F)F)C1=O.O=C1CCCO1.O=C1CCCO1.O=C1CCCO1.O=C1CCCO1.O=C1CCCO1.O=C1CCCO1.O=C1CCCO1.O=C1CCCO1.O=C1CCCO1.O=C1CCCO1
Kohn-Sham gap ... 8.1 eV

Each atom is followed by the atoms it is bonded to, with distances in Å.
Positions of all 151 atoms, in Å:
1 S -0.613 1.191 3.988  C32 1.660
2 F 0.686 4.533 -0.013  C67 1.401
3 F 0.460 3.673 2.042  C67 1.419
4 F -0.764 1.603 -3.712  C57 1.447
5 F 2.558 4.037 1.168  C67 1.420
6 O -3.323 -3.357 -8.155  C68 1.204
7 O -5.264 1.455 4.805  C48 1.203
8 O -4.679 -1.892 -5.247  C43 1.202
9 O 7.196 0.431 -2.117  C49 1.204
10 O -4.396 -3.867 1.404  C36 1.357, C75 1.433
11 O -7.817 6.540 5.505  C82 1.203
12 O -2.490 -1.256 -8.294  C53 1.433, C68 1.359
13 O -5.484 3.433 5.882  C44 1.435, C48 1.360
14 O 9.143 4.928 0.500  C73 1.202
15 O 9.980 4.173 2.462  C47 1.434, C73 1.361
16 O -1.283 -2.955 0.826  C46 1.250
17 O -9.174 5.877 7.191  C64 1.433, C82 1.359
18 O 2.188 -1.353 0.854  C39 1.239
19 O 4.558 2.989 6.887  C69 1.203
20 O 3.557 -3.177 -1.528  C76 1.434, C78 1.358
21 O -0.065 -6.290 -3.029  C40 1.434, C70 1.361
22 O -0.300 -4.058 -3.337  C70 1.201
23 O 8.041 -0.310 -0.152  C49 1.360, C62 1.434
24 O 3.371 2.900 4.963  C38 1.435, C69 1.359
25 O 2.278 -2.725 -3.337  C78 1.206
26 O -4.475 -4.123 -4.924  C43 1.359, C72 1.432
27 O 1.333 2.678 -2.095  C74 1.238
28 O -4.429 -4.926 -0.588  C36 1.201
29 N 1.869 1.096 2.472  C32 1.290, C45 1.476
30 C -2.235 0.026 -2.577  C57 1.615, C60 1.620, H92 1.131, H146 1.138
31 C -6.735 -4.675 -4.673  C59 1.515, C72 1.512, H100 1.091, H121 1.094
32 C 0.813 0.905 3.188  S1 1.660, N29 1.290
33 C -2.238 -5.474 -3.397  C41 1.511, C70 1.498, H131 1.090, H142 1.092
34 C 9.683 1.321 0.197  C50 1.515, C62 1.511, H85 1.095, H88 1.091
35 C 11.625 5.798 2.824  C47 1.512, C51 1.515, H105 1.091, H122 1.094
36 C -4.553 -4.953 0.607  O10 1.357, O28 1.201, C66 1.505
37 C 4.504 4.909 5.423  C63 1.515, C69 1.506, H84 1.089, H133 1.092
38 C 3.181 3.768 3.837  O24 1.435, C63 1.511, H96 1.093, H126 1.088
39 C 1.478 -0.477 0.341  O18 1.239, C45 1.609, C71 1.599
40 C -0.944 -7.421 -3.082  O21 1.434, C41 1.511, H130 1.094, H148 1.091
41 C -2.319 -6.861 -2.803  C33 1.511, C40 1.511, H83 1.094, H94 1.091
42 C -3.829 4.660 4.768  C44 1.511, C58 1.516, H102 1.091, H113 1.095
43 C -5.178 -2.980 -5.143  O8 1.202, O26 1.359, C59 1.505
44 C -5.055 4.782 5.642  O13 1.435, C42 1.511, H114 1.093, H129 1.091
45 C 1.532 0.970 1.041  N29 1.476, C39 1.609, C54 1.418
46 C -0.311 -3.063 0.046  O16 1.250, C79 1.595, H141 1.151
47 C 10.810 4.718 3.496  O15 1.434, C35 1.512, H118 1.091, H138 1.094
48 C -4.996 2.624 4.905  O7 1.203, O13 1.360, C58 1.506
49 C 7.907 0.595 -1.158  O9 1.204, O23 1.360, C50 1.505
50 C 8.731 1.821 -0.870  C34 1.515, C49 1.505, H107 1.089, H125 1.092
51 C 10.676 6.306 1.757  C35 1.515, C73 1.505, H91 1.092, H115 1.089
52 C -8.974 4.425 5.351  C80 1.515, C82 1.505, H95 1.089, H103 1.093
53 C -1.204 -0.652 -8.101  O12 1.433, C61 1.512, H98 1.091, H128 1.094
54 C 1.254 2.120 0.259  C45 1.418, C67 1.591, C74 1.606
55 C 5.561 -2.180 -2.213  C76 1.511, C77 1.514, H99 1.092, H117 1.095
56 C -1.034 -2.931 -7.518  C61 1.515, C68 1.506, H144 1.090, H150 1.093
57 C -0.708 0.348 -2.995  F4 1.447, C30 1.615, C81 1.610, H116 1.146
58 C -4.127 3.412 3.960  C42 1.516, C48 1.506, H87 1.090, H132 1.092
59 C -6.645 -3.289 -5.277  C31 1.515, C43 1.505, H104 1.092, H112 1.089
60 C -2.754 -1.109 -3.610  C30 1.620, H90 1.132, H101 1.137, H124 1.144
61 C -0.472 -1.573 -7.152  C53 1.512, C56 1.515, H143 1.094, H147 1.091
62 C 8.872 0.242 0.877  O23 1.434, C34 1.511, H108 1.091, H136 1.094
63 C 3.455 5.160 4.359  C37 1.515, C38 1.511, H111 1.094, H135 1.091
64 C -9.926 4.695 7.492  O17 1.433, C80 1.512, H119 1.091, H137 1.094
65 C -5.274 -5.565 2.755  C66 1.514, C75 1.512, H134 1.094, H139 1.091
66 C -4.849 -6.174 1.436  C36 1.505, C65 1.514, H86 1.090, H106 1.093
67 C 1.245 3.592 0.862  F2 1.401, F3 1.419, F5 1.420, C54 1.591
68 C -2.415 -2.581 -8.004  O6 1.204, O12 1.359, C56 1.506
69 C 4.164 3.514 5.880  O19 1.203, O24 1.359, C37 1.506
70 C -0.783 -5.153 -3.247  O21 1.361, O22 1.201, C33 1.498
71 C 0.535 -0.717 -0.928  C39 1.599, C79 1.581, C81 1.421
72 C -5.365 -5.245 -4.962  O26 1.432, C31 1.512, H127 1.094, H151 1.092
73 C 9.850 5.084 1.460  O14 1.202, O15 1.361, C51 1.505
74 C 0.959 1.814 -1.290  O27 1.238, C54 1.606, C81 1.602
75 C -4.500 -4.266 2.776  O10 1.433, C65 1.512, H93 1.091, H149 1.094
76 C 4.807 -2.699 -1.011  O20 1.434, C55 1.511, H123 1.094, H140 1.091
77 C 4.445 -1.676 -3.104  C55 1.514, C78 1.506, H109 1.093, H120 1.089
78 C 3.301 -2.574 -2.717  O20 1.358, O25 1.206, C77 1.506
79 C -0.028 -2.162 -1.239  C46 1.595, C71 1.581, H110 1.165, H145 1.133
80 C -10.201 4.046 6.155  C52 1.515, C64 1.512, H89 1.091, H97 1.094
81 C 0.264 0.434 -1.715  C57 1.610, C71 1.421, C74 1.602
82 C -8.578 5.736 5.977  O11 1.203, O17 1.359, C52 1.505
83 H -2.475 -6.786 -1.722  C41 1.094
84 H 4.424 5.621 6.243  C37 1.089
85 H 10.565 0.879 -0.277  C34 1.095
86 H -5.646 -6.767 0.990  C66 1.090
87 H -3.217 2.865 3.715  C58 1.090
88 H 10.024 2.099 0.881  C34 1.091
89 H -10.366 2.970 6.223  C80 1.091
90 H -3.574 -1.760 -3.181  C60 1.132
91 H 10.021 7.095 2.135  C51 1.092
92 H -2.895 0.945 -2.563  C30 1.131
93 H -5.018 -3.492 3.345  C75 1.091
94 H -3.124 -7.470 -3.218  C41 1.091
95 H -9.207 4.550 4.294  C52 1.089
96 H 3.879 3.475 3.049  C38 1.093
97 H -11.090 4.495 5.700  C80 1.094
98 H -1.328 0.349 -7.685  C53 1.091
99 H 6.300 -1.417 -1.961  C55 1.092
100 H -7.547 -5.280 -5.080  C31 1.091
101 H -3.106 -0.573 -4.549  C60 1.137
102 H -3.645 5.545 4.157  C42 1.091
103 H -8.161 3.707 5.485  C52 1.093
104 H -6.913 -3.287 -6.336  C59 1.092
105 H 11.966 6.572 3.513  C35 1.091
106 H -3.936 -6.767 1.535  C66 1.093
107 H 9.263 2.154 -1.760  C50 1.089
108 H 9.504 -0.541 1.298  C62 1.091
109 H 4.178 -0.641 -2.877  C77 1.093
110 H 0.804 -2.706 -1.847  C79 1.165
111 H 2.551 5.567 4.823  C63 1.094
112 H -7.249 -2.570 -4.726  C59 1.089
113 H -2.944 4.491 5.390  C42 1.095
114 H -5.867 5.322 5.147  C44 1.093
115 H 11.211 6.644 0.870  C51 1.089
116 H -0.291 -0.406 -3.751  C57 1.146
117 H 6.083 -3.005 -2.708  C55 1.095
118 H 11.439 3.931 3.914  C47 1.091
119 H -10.846 4.968 8.011  C64 1.091
120 H 4.692 -1.787 -4.160  C77 1.089
121 H -6.883 -4.596 -3.592  C31 1.094
122 H 12.507 5.357 2.350  C35 1.094
123 H 4.602 -1.914 -0.277  C76 1.094
124 H -1.915 -1.810 -3.948  C60 1.144
125 H 8.076 2.610 -0.493  C50 1.092
126 H 2.165 3.666 3.463  C38 1.088
127 H -5.305 -5.703 -5.954  C72 1.094
128 H -0.707 -0.573 -9.072  C53 1.094
129 H -4.833 5.271 6.591  C44 1.091
130 H -0.873 -7.876 -4.074  C40 1.094
131 H -2.853 -4.764 -2.844  C33 1.090
132 H -4.697 3.639 3.057  C58 1.092
133 H 5.514 4.911 5.007  C37 1.092
134 H -6.348 -5.358 2.735  C65 1.094
135 H 3.775 5.856 3.581  C63 1.091
136 H 8.229 0.641 1.667  C62 1.094
137 H -9.326 4.057 8.148  C64 1.094
138 H 10.166 5.114 4.287  C47 1.094
139 H -5.071 -6.201 3.619  C65 1.091
140 H 5.336 -3.515 -0.517  C76 1.091
141 H 0.415 -3.930 0.262  C46 1.151
142 H -2.501 -5.468 -4.457  C33 1.092
143 H -0.740 -1.331 -6.119  C61 1.094
144 H -1.078 -3.594 -6.653  C56 1.090
145 H -0.954 -2.186 -1.890  C79 1.133
146 H -2.185 -0.482 -1.560  C30 1.138
147 H 0.614 -1.508 -7.241  C61 1.091
148 H -0.640 -8.157 -2.335  C40 1.091
149 H -3.492 -4.388 3.181  C75 1.094
150 H -0.477 -3.397 -8.334  C56 1.093
151 H -5.061 -5.979 -4.215  C72 1.092

Mulliken population analysis, charges in e, atoms 1 to 99: number 1, S, carries -0.1401; number 2, F, carries -0.2642; number 3, F, carries -0.1857; number 4, F, carries -0.4266; number 5, F, carries -0.2657; number 6, O, carries -0.6205; number 7, O, carries -0.6151; number 8, O, carries -0.5467; number 9, O, carries -0.6543; number 10, O, carries -0.2903; number 11, O, carries -0.6106; number 12, O, carries -0.3815; number 13, O, carries -0.3950; number 14, O, carries -0.5553; number 15, O, carries -0.3725; number 16, O, carries -0.5378; number 17, O, carries -0.3572; number 18, O, carries -0.6370; number 19, O, carries -0.6120; number 20, O, carries -0.3482; number 21, O, carries -0.3950; number 22, O, carries -0.3486; number 23, O, carries -0.3529; number 24, O, carries -0.2809; number 25, O, carries -0.5376; number 26, O, carries -0.1824; number 27, O, carries -0.5328; number 28, O, carries -0.5756; number 29, N, carries -0.3092; number 30, C, carries -0.8338; number 31, C, carries -0.6062; number 32, C, carries 0.4170; number 33, C, carries 0.6047; number 34, C, carries -0.0892; number 35, C, carries -0.5075; number 36, C, carries 0.4751; number 37, C, carries -0.2775; number 38, C, carries 0.4654; number 39, C, carries 0.2419; number 40, C, carries -0.6064; number 41, C, carries -0.3464; number 42, C, carries -0.5011; number 43, C, carries 0.4767; number 44, C, carries -0.2970; number 45, C, carries -0.0928; number 46, C, carries -0.3492; number 47, C, carries -0.4144; number 48, C, carries 0.5983; number 49, C, carries 0.5078; number 50, C, carries -0.3628; number 51, C, carries -0.4191; number 52, C, carries -0.2049; number 53, C, carries -0.6491; number 54, C, carries 0.2687; number 55, C, carries 0.2314; number 56, C, carries -0.2328; number 57, C, carries 0.9325; number 58, C, carries -0.1231; number 59, C, carries -0.5834; number 60, C, carries -0.4511; number 61, C, carries 0.2982; number 62, C, carries -0.5193; number 63, C, carries -0.6207; number 64, C, carries -0.4226; number 65, C, carries -0.5261; number 66, C, carries -0.3961; number 67, C, carries 0.5881; number 68, C, carries 0.6499; number 69, C, carries 0.3673; number 70, C, carries -0.0979; number 71, C, carries 0.6092; number 72, C, carries -0.1305; number 73, C, carries 0.5316; number 74, C, carries -0.1599; number 75, C, carries -0.4073; number 76, C, carries -0.3786; number 77, C, carries -0.5154; number 78, C, carries 0.5237; number 79, C, carries 1.3178; number 80, C, carries -0.5492; number 81, C, carries 0.4045; number 82, C, carries 0.5621; number 83, H, carries 0.0550; number 84, H, carries 0.3128; number 85, H, carries 0.2752; number 86, H, carries 0.3182; number 87, H, carries -0.0311; number 88, H, carries -0.0368; number 89, H, carries 0.3422; number 90, H, carries 0.1460; number 91, H, carries 0.2698; number 92, H, carries 0.5126; number 93, H, carries 0.3280; number 94, H, carries 0.3651; number 95, H, carries 0.3330; number 96, H, carries 0.1465; number 97, H, carries 0.2561; number 98, H, carries 0.3836; number 99, H, carries -0.2476